The following is a quantum chemistry calculation of C22H20N2O4 in the gas phase, from OMol25.

Computed properties:
gap between HOMO and LUMO	0.32164	Ha
ΔE to the lowest compared entry with this formula, charge and spin	70.3	kJ/mol
E_HOMO	-8.167	eV
E_LUMO	0.6	eV
calculated total energy	-1260.85629	hartree

The geometry in ORCA input format:
```
! wB97M-V def2-TZVPD RIJCOSX def2/J DEFGRID3
* xyz 0 1
C -5.8829 -0.4149 -1.9503
C -5.4879 -1.5577 -1.0253
H -6.3387 -1.8938 -0.4287
H -5.0869 -2.3934 -1.6087
O -4.5082 -1.1455 -0.0741
C -3.2321 -1.1457 -0.4797
O -2.8820 -1.4926 -1.5838
C -2.3005 -0.6796 0.5746
C -0.9402 -0.7661 0.3040
C -0.0028 -0.3129 1.2269
C -0.4704 0.2169 2.4347
C -1.8225 0.2940 2.7024
C -2.7517 -0.1473 1.7777
H -3.8087 -0.0787 1.9742
H -2.1537 0.7127 3.6410
H 0.2450 0.5736 3.1624
N 1.3600 -0.4061 1.0319
H 1.9121 0.1402 1.6785
C 2.0045 -0.6329 -0.2292
N 2.2246 0.5729 -1.0208
C 3.5400 0.8465 -1.2711
O 3.9479 1.7785 -1.9271
C 4.3081 -0.2337 -0.6088
C 5.6737 -0.4403 -0.5391
C 6.1275 -1.5553 0.1490
C 5.2357 -2.4327 0.7497
C 3.8643 -2.2238 0.6783
C 3.4142 -1.1195 -0.0136
H 3.1711 -2.9045 1.1482
H 5.6137 -3.2931 1.2816
H 7.1881 -1.7447 0.2205
H 6.3534 0.2528 -1.0094
C 1.1624 1.3567 -1.5996
C 0.3289 2.0711 -0.5842
C -1.0120 2.3158 -0.5451
C -1.2429 3.0637 0.6347
C -0.0279 3.2137 1.2236
O 0.9309 2.6197 0.4915
H 0.2790 3.7026 2.1265
H -2.1832 3.4292 0.9917
H -1.7408 1.9976 -1.2613
H 0.5057 0.7253 -2.2088
H 1.6637 2.0840 -2.2521
H 1.4077 -1.3539 -0.8032
H -0.6505 -1.1834 -0.6472
H -5.0262 -0.1080 -2.5453
H -6.6753 -0.7426 -2.6171
H -6.2338 0.4351 -1.3699
*
```

The following is a quantum chemistry calculation of C8H8BrF3O7S in the gas phase in a non-equilibrium geometry, from OMol25.

Computed properties:
gap between HOMO and LUMO	0.36361	Ha
E_HOMO	-10.981	eV
E_LUMO	-1.1	eV
calculated total energy	-4107.78202	hartree

The geometry in ORCA input format:
```
! wB97M-V def2-TZVPD RIJCOSX def2/J DEFGRID3
* xyz 0 1
O 1.7965 0.6462 1.9835
C 2.1297 -0.4441 1.2900
O 2.9952 -1.4353 2.0109
C 1.6848 -0.8127 -0.2431
C 1.2267 0.4595 -1.1659
C -0.1923 1.1619 -0.7436
O -1.1239 0.3026 -0.0013
C -1.6650 -0.7929 -0.8132
O -2.0993 -0.7308 -2.0727
C -1.8180 -2.2790 -0.0676
C -2.0586 -3.5137 -1.1282
O -3.2031 -4.2516 -1.0942
Br -0.6847 -4.0574 -2.5080
S 0.0597 2.8380 0.1405
O -0.5010 3.9758 -0.7995
O 1.5718 3.1872 0.3336
C -0.8943 2.9863 1.7447
F -0.1799 4.0431 2.5551
F -2.2744 3.5589 1.5229
F -0.9053 1.7716 2.5908
H 3.8329 -1.5823 1.4703
H 0.9068 -1.7119 -0.2281
H 2.6560 -1.2687 -0.7671
H 2.1425 1.1855 -1.2391
H 1.0674 0.0303 -2.2687
H -0.7269 1.4625 -1.7681
H -0.9354 -2.5102 0.6718
H -2.8077 -2.2188 0.5945
*
```

The following is a quantum chemistry calculation of 2 unconnected molecules or ions with the total composition C3H8S2 in a non-equilibrium geometry, from OMol25.

Computed properties:
gap between HOMO and LUMO	0.34619	Ha
ΔE to the lowest compared entry with this formula, charge and spin	162.5	kJ/mol
E_HOMO	-8.889	eV
E_LUMO	0.5	eV
calculated total energy	-915.41509	hartree

The geometry in ORCA input format:
```
! wB97M-V def2-TZVPD RIJCOSX def2/J DEFGRID3
* xyz 0 1
C -1.6538 -0.1446 -1.5034
C -2.1297 1.0379 -1.1901
H -1.0305 -0.7414 -0.8315
H -1.7675 -0.6850 -2.4357
H -1.6661 1.6115 -0.3575
H -2.9401 1.4536 -1.6919
C 1.6737 -0.8959 2.0071
S 2.0970 -0.9499 0.1936
S 1.8920 1.0631 -0.2822
H 0.8713 -1.6225 2.2892
H 1.3055 0.0586 2.1821
H 2.5271 -0.9747 2.6359
H 0.8212 0.7892 -1.0156
*
```

The following is a quantum chemistry calculation of a molecular structure, C38H54Br4N6O5PbS2Si4Te in a non-equilibrium geometry, from OMol25.

Computed properties:
gap between HOMO and LUMO	0.19503	Ha
ΔE to the lowest compared entry with this formula, charge and spin	0.0	kJ/mol
E_HOMO	-1.554	eV
E_LUMO	3.8	eV
calculated total energy	-14896.56339	hartree

The geometry in ORCA input format:
```
! wB97M-V def2-TZVPD RIJCOSX def2/J DEFGRID3
* xyz -2 1
Pb -1.3239 -1.0746 -0.3177
N -3.2463 3.8081 -6.8307
C -3.3456 2.7184 -5.9905
C -3.1128 2.8859 -4.6053
C -3.0423 1.7916 -3.8001
C -3.4257 0.5192 -4.3132
C -3.5675 0.3405 -5.6955
C -3.5586 1.4675 -6.5054
S -3.6774 -0.8245 -3.1863
O -4.2419 -1.9139 -3.9061
O -4.4110 -0.3027 -2.0750
N -2.2218 -1.2564 -2.5372
C -1.4465 -2.1574 -3.1421
N -1.3606 -2.1814 -4.4767
C -0.4558 -2.9533 -5.0191
C 0.1821 -3.9719 -4.2578
C -0.0175 -3.9281 -2.8982
N -0.7804 -2.9765 -2.3251
H -2.8165 4.6522 -6.4823
H -3.3760 3.7689 -7.8260
H -2.9129 3.8681 -4.1670
H -2.8375 1.8792 -2.7473
H -3.5111 -0.6755 -6.0832
H -3.6551 1.4249 -7.5724
H -0.2734 -2.7611 -6.0642
H 0.8802 -4.6617 -4.7556
H 0.5203 -4.5755 -2.1618
Br -7.8519 -1.2716 2.7594
C -6.3478 -0.6590 1.8040
C -5.9980 0.7286 1.9861
Br -7.0933 1.8910 2.9197
C -4.8751 1.2230 1.2865
Br -4.5050 3.0444 1.0639
C -3.9167 0.3097 0.7211
O -2.8006 0.7040 0.3037
C -4.2646 -1.1813 0.6958
O -3.3038 -2.0392 0.5328
C -5.5852 -1.5552 1.0675
Br -6.1409 -3.2905 0.6450
C -2.2634 -4.9122 1.9382
S -1.6210 -4.3360 3.5126
O -1.0876 -5.4179 4.3833
C -3.0424 -3.6540 4.3574
C -3.0949 -2.2930 4.5173
C -4.0375 -1.7503 5.3777
C -4.9164 -2.6025 6.0364
C -4.8563 -4.0024 5.8762
C -3.9068 -4.5354 5.0204
H -2.6103 -5.9761 2.0434
H -1.3280 -4.8897 1.3006
H -3.0556 -4.2273 1.6393
H -2.3270 -1.7101 3.9597
H -4.0444 -0.7079 5.6217
H -5.7073 -2.2484 6.7119
H -5.5576 -4.6376 6.4083
H -3.7897 -5.6037 5.0491
N -0.2575 -0.2159 2.2754
C -0.2658 0.5509 3.1526
N -0.3820 1.5312 4.0128
C 0.4860 1.6475 5.1892
C -0.0566 2.5719 6.2592
C -0.3766 3.9397 5.6889
C -1.2978 3.7561 4.4472
C -0.7762 2.8251 3.4051
H 1.4922 1.9841 4.9036
H 0.5915 0.6005 5.5609
H 0.6590 2.6995 7.0655
H -0.9504 2.0895 6.7101
H 0.5594 4.3988 5.3886
H -0.8137 4.5621 6.4519
H -1.5987 4.7099 4.0149
H -2.2444 3.3533 4.8580
H 0.0817 3.2669 2.8910
H -1.5544 2.4995 2.7014
C 3.5366 -0.8033 -4.4645
Si 4.1354 -1.1374 -2.7257
C 5.8721 -1.9102 -2.7893
C 2.9810 -2.4364 -1.8945
Si 3.8810 0.7179 -1.3472
Te 1.4463 1.1248 -1.2602
Si 4.9773 2.6217 -2.3064
C 6.9133 2.4365 -2.3106
C 4.3511 2.8211 -4.1258
C 4.5651 4.1639 -1.3013
Si 4.4117 0.5207 0.9434
C 3.4750 -0.9767 1.5634
C 3.9911 2.0270 2.0353
C 6.2983 0.2671 1.1839
H 3.3746 -1.7828 -4.9888
H 4.2617 -0.1699 -5.0164
H 2.6272 -0.1926 -4.5331
H 5.9004 -2.9209 -2.3600
H 6.6437 -1.2843 -2.2605
H 6.2139 -2.0409 -3.8579
H 2.5776 -3.1869 -2.6137
H 2.0975 -1.9905 -1.4624
H 3.5147 -2.9445 -1.0723
H 7.2302 1.7024 -3.0701
H 7.1749 2.0513 -1.3229
H 7.4417 3.3366 -2.5575
H 4.8796 2.1726 -4.8317
H 4.5652 3.8635 -4.3496
H 3.2946 2.6701 -4.2200
H 3.6605 3.9788 -0.7268
H 4.4428 5.0083 -1.9575
H 5.3484 4.3879 -0.5148
H 2.4068 -0.9279 1.3475
H 3.5875 -0.9880 2.6520
H 3.7732 -1.9654 1.1557
H 2.9607 2.3905 1.9933
H 4.6889 2.8217 1.7684
H 4.1743 1.7676 3.0588
H 6.4551 -0.6439 1.7273
H 6.6726 1.1310 1.7900
H 6.8653 0.2394 0.2489
*
```

The following is a quantum chemistry calculation of a gas-phase ion, C6F5N2O2 (charge -1) in a non-equilibrium geometry, from OMol25.

Computed properties:
gap between HOMO and LUMO	0.26877	Ha
E_HOMO	-3.922	eV
E_LUMO	3.4	eV
calculated total energy	-987.72759	hartree

The geometry in ORCA input format:
```
! wB97M-V def2-TZVPD RIJCOSX def2/J DEFGRID3
* xyz -1 1
C -0.1497 0.0738 -1.8923
C 0.8543 -0.2277 1.8433
C -0.2978 -0.3337 1.1043
C 1.9414 -0.6813 1.0481
C 0.0207 -0.8137 -0.2708
C 1.4854 -1.1214 -0.1379
N -1.0410 0.9678 -1.8495
N -1.8790 1.8443 -1.2789
O -3.0146 1.5513 -1.2655
O -1.3678 2.9005 -0.9481
F 1.1858 0.3189 3.0318
F -1.5384 -0.0973 1.4858
F 3.1570 -0.7306 1.6113
F -0.8723 -1.7523 -0.7661
F 2.1396 -1.5991 -1.2213
*
```

The following is a quantum chemistry calculation of 2 unconnected molecules or ions with the total composition C2H3Cl3NOP in a non-equilibrium geometry, from OMol25.

Computed properties:
gap between HOMO and LUMO	0.36890	Ha
ΔE to the lowest compared entry with this formula, charge and spin	174.3	kJ/mol
E_HOMO	-9.777	eV
E_LUMO	0.3	eV
calculated total energy	-1929.94623	hartree

The geometry in ORCA input format:
```
! wB97M-V def2-TZVPD RIJCOSX def2/J DEFGRID3
* xyz 0 1
C -0.6061 -1.8665 -0.1894
C -0.1272 -3.0168 -0.4688
N 0.9317 1.2939 -0.5309
O -1.0750 -0.7880 -0.1565
P 0.2884 2.3506 0.3930
Cl 1.6432 3.7222 0.5907
Cl -0.4421 1.7568 2.2147
Cl -1.2838 3.3933 -0.2080
H 0.3277 -3.3771 -1.4373
H 0.3883 0.3813 -0.4322
H -0.0451 -3.8497 0.2247
*
```